A cluster of 3 separate species, C6H14O2 in total at a distorted geometry. Source: the Open Molecules 2025 dataset; level of theory: the ωB97M-V functional and the def2-TZVPD basis.

XYZ file:
```
22
Properties=species:S:1:pos:R:3:lowdin_charge:R:1
C 1.83475 1.18471 0.57788 -0.005
C 2.19123 0.17663 -0.20760 -0.159
C 1.49882 -1.19745 -0.37528 -0.165
C 0.06395 -1.35504 0.03508 -0.348
C -0.49108 -0.89186 1.17352 0.015
C -0.89303 -1.98230 -0.92650 -0.086
H 0.89751 1.20740 1.17826 0.040
H 2.38748 2.10147 0.60142 0.045
H 3.12782 0.12387 -0.77923 0.098
H 2.12642 -1.98678 0.08383 0.128
H 1.51361 -1.26487 -1.46843 0.105
H -1.51170 -0.89565 1.50840 0.062
H 0.19259 -0.64185 1.96885 0.064
H -0.87753 -3.07792 -0.98789 0.081
H -0.90011 -1.73981 -2.00072 0.079
H -1.90465 -1.73630 -0.57335 0.076
O -1.68158 2.05055 1.71470 -0.051
H -1.84543 1.28313 2.25314 0.017
H -1.20347 1.88448 0.90263 -0.018
O -1.79830 2.08469 -1.28897 -0.056
H -1.80226 2.19780 -2.24745 0.043
H -0.92505 2.47510 -1.14230 0.036
```

Summary:
* gap between HOMO and LUMO: 10.01 eV
* multiplicity: 1
* charge: 0

***

A cluster of 2 separate species, C2H2BrO2S in total. Source: the Open Molecules 2025 dataset; level of theory: the ωB97M-V functional and the def2-TZVPD basis.

XYZ file:
```
8
Properties=species:S:1:pos:R:3:lowdin_charge:R:1
C -0.79767 1.29027 -0.27150 -0.837
C -0.46481 -0.13183 0.18682 -0.431
O -0.93546 1.69181 -1.39279 0.047
O -0.92033 1.76291 0.88003 0.011
S 2.18833 -1.89044 -0.94009 -0.101
Br -1.90927 -1.26212 0.44106 0.731
H 0.28211 -0.25359 0.95623 0.023
H 2.55711 -1.20701 0.14024 -0.444
```

Summary:
* gap between HOMO and LUMO (alpha / beta): 6.52 / 5.24 eV
* multiplicity: 1
* charge: -1

***

A structure of composition C31H27FN6O10SY. Source: the Open Molecules 2025 dataset; level of theory: the ωB97M-V functional and the def2-TZVPD basis.

XYZ file:
```
77
Properties=species:S:1:pos:R:3:lowdin_charge:R:1
Y -1.33351 -1.09040 -1.57907 1.511
O -0.90782 1.25016 -4.61844 0.073
C -0.01102 0.41891 -4.15181 -0.513
O -0.24674 -0.71785 -3.77059 -0.018
C 1.40236 0.99235 -4.12851 -0.100
O 1.86657 1.19619 -2.81561 -0.123
C 1.32481 2.34124 -2.17678 -0.098
C -0.11887 2.22774 -1.65113 -0.611
O -0.61420 3.26650 -1.22325 0.023
O -0.64965 1.07686 -1.71915 -0.144
H -1.83227 0.91742 -4.34140 -0.020
H 1.42399 1.92551 -4.70132 0.129
H 2.06701 0.25984 -4.58751 0.137
H 1.37718 3.21260 -2.83917 0.127
H 1.96517 2.53569 -1.31366 0.125
N -3.50851 2.65240 -2.21358 0.085
C -3.56448 1.31111 -1.98439 -0.862
S -3.44373 0.21183 -3.32539 0.638
N -3.74314 0.95197 -0.73281 0.026
N -3.50248 -0.37033 -0.53401 -0.051
C -3.84171 -0.88107 0.58712 -0.211
C -4.51907 -0.12609 1.67332 -0.191
C -3.76463 0.25864 2.77958 -0.005
C -4.36802 0.96932 3.80660 -0.078
C -5.71723 1.29341 3.73970 -0.107
C -6.46480 0.91471 2.63340 -0.096
C -5.86466 0.21011 1.59914 -0.035
C -3.40462 -2.26919 0.83954 -0.193
C -3.96289 -3.01118 1.87632 0.001
C -3.53547 -4.30934 2.08564 -0.065
C -2.55977 -4.83613 1.25668 -0.059
C -2.05090 -4.03178 0.24782 -0.108
N -2.45534 -2.78323 0.04021 0.066
H -3.16672 2.89147 -3.12927 0.072
H -3.05997 3.16738 -1.46501 0.084
H -2.70378 0.02827 2.81352 0.104
H -3.77506 1.27929 4.65831 0.099
H -6.18426 1.84979 4.54352 0.091
H -7.51370 1.17764 2.57103 0.094
H -6.43415 -0.07082 0.72168 0.116
H -4.71820 -2.55972 2.50415 0.115
H -3.95897 -4.90010 2.88845 0.103
H -2.18902 -5.84377 1.38265 0.098
H -1.28041 -4.39280 -0.42124 0.098
C 3.92343 1.86119 3.45734 -0.049
C 4.39346 1.65226 2.02671 -0.310
C 5.81971 1.12337 1.99211 -0.153
C 6.31071 1.04096 0.55835 -0.137
C 5.34686 0.24849 -0.28310 -0.139
C 5.76737 -0.37339 -1.43621 0.043
C 4.87231 -1.11066 -2.20430 -0.254
F 5.33890 -1.68536 -3.33585 0.053
C 3.56598 -1.25911 -1.84774 0.077
C 3.12038 -0.64014 -0.67497 -0.042
C 1.69797 -0.76755 -0.32592 -0.278
O 0.95030 -1.41671 -1.07452 -0.058
C 1.30166 -0.12301 0.88702 -0.012
C 2.22259 0.57272 1.60254 0.032
N 3.52081 0.73130 1.26779 0.028
C 3.99809 0.11827 0.10756 -0.071
C -0.10566 -0.19946 1.45538 -0.579
O -0.24520 0.07338 2.65261 0.011
O -1.01618 -0.52507 0.64341 -0.103
H 4.68024 2.44478 3.98193 0.082
H 3.80433 0.90781 3.97484 0.098
H 2.98603 2.40973 3.52004 0.082
H 4.37658 2.61867 1.50730 0.158
H 5.84262 0.13750 2.46637 0.134
H 6.45546 1.78856 2.57809 0.117
H 7.30231 0.58850 0.50723 0.117
H 6.40441 2.05408 0.15339 0.126
H 6.80010 -0.29740 -1.75412 0.127
H 2.85568 -1.81873 -2.44207 0.145
H 1.88158 1.02862 2.51904 0.124
O -0.56806 -3.29926 -2.32704 -0.253
N -1.56974 -3.65630 -3.00414 -0.211
O -2.49230 -2.82258 -2.97430 -0.233
```

Summary:
* gap between HOMO and LUMO: 7.02 eV
* multiplicity: 1
* charge: -1

***

Taking the records one at a time from the top gives E_tot values of -10541.95084 -87078.08178 -76605.33143 eV.